1.
{"formula": "C29H40AsCoN7O3SSi2", "method": "ωB97M-V/def2-TZVPD", "symbols": ["C", "N", "C", "H", "H", "H", "H", "C", "H", "H", "C", "As", "Co", "C", "C", "H", "C", "H", "H", "H", "C", "H", "S", "C", "C", "O", "N", "H", "C", "H", "H", "H", "H", "N", "C", "H", "H", "H", "H", "N", "O", "C", "H", "H", "H", "C", "C", "Si", "H", "N", "H", "H", "H", "H", "Si", "H", "C", "H", "C", "H", "H", "O", "C", "C", "H", "H", "C", "C", "N", "H", "H", "H", "C", "C", "H", "C", "H", "C", "C", "C", "N", "C", "C", "H"], "positions_angstrom": [[-1.440, -3.380, 1.685], [2.071, 2.481, 0.461], [4.154, 6.107, -0.131], [1.660, -7.374, -2.018], [-4.243, -1.870, -2.920], [3.428, -5.233, 0.850], [1.961, -6.855, 1.971], [0.583, 2.443, 0.831], [5.875, 5.001, 0.496], [-2.741, -3.824, -2.136], [2.796, 6.045, -0.396], [-1.926, -0.657, -0.232], [0.539, -0.275, -0.020], [0.140, 2.316, -1.553], [2.355, -5.027, 0.893], [0.329, -6.535, -1.195], [2.097, 4.861, -0.228], [1.054, 4.835, -0.503], [-0.436, 4.146, -2.498], [1.635, -4.864, -2.415], [4.811, 4.967, 0.304], [-4.326, -4.447, 0.767], [0.634, 0.674, 2.808], [1.531, -3.197, -0.487], [2.751, 3.725, 0.242], [2.435, 0.304, 0.400], [1.205, -2.086, -0.552], [-4.262, 2.411, -2.506], [0.735, 2.156, 3.742], [4.632, 2.902, 0.856], [-6.174, 0.306, -1.236], [-3.139, 2.560, -1.152], [-4.334, -0.426, -3.927], [2.834, 1.445, 0.177], [0.614, 4.448, 5.286], [3.148, -5.487, -1.717], [0.538, -6.165, 1.156], [0.196, 4.405, 1.390], [-1.065, -3.354, -1.854], [1.937, -4.426, -0.378], [1.876, -7.211, -0.016], [-5.321, 0.039, -0.611], [1.318, -0.380, -2.924], [2.154, -4.343, 1.716], [4.695, 7.033, -0.270], [1.002, 2.090, 5.106], [0.391, 4.523, 3.925], [-2.477, -2.906, 0.170], [-1.202, -4.444, 1.710], [0.593, 1.076, -1.670], [-2.551, 2.053, -2.738], [-2.761, -1.110, -3.509], [-1.982, -3.155, 2.604], [1.028, 0.966, -4.997], [-3.704, 0.167, -1.575], [-5.312, 0.708, 0.250], [2.084, -5.320, -1.534], [0.112, 3.294, -4.777], [-1.936, -3.829, -1.400], [-4.676, -2.825, 1.360], [-0.504, -2.817, 1.708], [-0.166, 2.817, -0.339], [0.918, 0.626, -2.891], [-0.055, 3.147, -2.654], [1.150, 3.187, 6.938], [-4.912, -3.217, -0.348], [0.470, 3.380, 3.130], [4.119, 3.785, 0.503], [0.185, 1.178, 1.275], [1.251, 1.132, 5.546], [-5.479, -0.976, -0.243], [0.144, 5.472, 3.462], [-3.766, -0.912, -3.132], [0.946, 3.234, 5.878], [0.541, 5.340, 5.892], [-4.269, -3.385, 0.517], [2.272, 6.922, -0.753], [1.616, -6.348, 1.073], [1.416, -6.660, -1.233], [-3.382, 1.967, -2.037], [0.265, 3.474, 1.757], [0.253, 2.666, -3.908], [0.761, 1.375, -4.034], [-1.696, -4.870, -1.192]], "relative_energy_kj_mol": 0.0, "charge": 1, "lumo_ev": [-2.1439, -4.1277], "s2": 6.020, "homo_energy_ev": [-9.085, -8.973], "homo_lumo_gap_ev": [6.9, 4.8], "multiplicity": 5}


2.
{"formula": "C29H40BaN5O6PS2", "method": "ωB97M-V/def2-TZVPD", "symbols": ["H", "C", "H", "C", "C", "N", "H", "H", "O", "C", "C", "H", "C", "N", "H", "C", "H", "H", "H", "H", "H", "N", "C", "C", "O", "H", "P", "H", "C", "H", "H", "H", "O", "H", "H", "H", "C", "C", "H", "H", "H", "H", "H", "H", "N", "C", "O", "C", "S", "C", "S", "C", "H", "C", "H", "C", "H", "H", "N", "H", "Ba", "C", "H", "H", "C", "C", "H", "H", "H", "H", "C", "C", "O", "H", "H", "H", "H", "C", "O", "C", "C", "C", "C", "C"], "positions_angstrom": [[-1.343, -3.858, -3.925], [-3.814, -2.721, -1.911], [2.195, 4.907, 1.461], [-2.222, -3.888, -3.294], [-1.641, -0.803, -0.547], [0.752, 0.924, -5.081], [2.340, -2.424, 2.493], [1.737, 5.015, -0.242], [3.847, 1.712, 1.869], [2.980, -1.561, 2.673], [1.636, -1.073, -4.855], [-5.402, -3.908, -1.104], [-1.330, 4.605, 5.304], [-1.645, -0.599, -1.922], [-1.650, 4.797, 6.320], [-1.875, 5.335, 4.257], [0.429, 2.975, -5.172], [3.750, -1.806, 3.413], [4.769, 0.587, 3.332], [-3.994, -2.057, 0.947], [-2.550, -5.993, -3.523], [-1.362, -2.031, -0.120], [-0.517, 4.112, 2.681], [-1.470, 5.091, 2.952], [1.373, -3.252, -0.085], [0.027, 3.031, 5.852], [0.119, 3.723, 1.021], [-1.906, 5.670, 2.147], [3.555, -2.283, 0.373], [-1.358, 0.344, -2.193], [-1.419, 5.344, -0.016], [5.840, 1.282, 2.105], [-1.647, -1.116, -4.110], [-0.297, -2.992, 1.346], [-0.849, 4.103, -1.144], [0.709, 2.562, 3.548], [-1.189, 4.282, -0.123], [-0.389, 3.619, 5.045], [-3.598, -1.780, 2.633], [0.931, 6.049, 0.959], [-4.164, -1.798, -1.464], [-2.618, 6.097, 4.454], [-2.091, 3.690, 0.030], [3.255, 1.740, 2.639], [1.512, -0.470, -3.625], [-1.935, -1.442, -2.976], [1.974, -1.386, -1.167], [-2.667, -2.715, -2.697], [-1.899, 0.507, 0.460], [-2.904, -5.075, -3.073], [0.581, 1.854, -2.524], [0.008, 3.368, 3.739], [-1.176, -1.564, 1.892], [4.899, -0.526, 1.495], [-2.140, -3.816, 2.647], [1.357, 5.060, 0.781], [5.272, -0.343, 0.484], [-4.529, -3.210, 2.171], [3.609, -1.191, 1.373], [5.626, -1.181, 2.002], [1.581, 0.446, 0.502], [-4.044, -5.082, -2.282], [-4.579, -6.009, -2.115], [1.728, -0.883, -2.712], [2.080, -0.418, 3.284], [-1.244, -2.457, 1.274], [-1.003, 1.981, -5.493], [2.042, -2.061, -4.973], [3.783, -3.243, 0.846], [-2.544, -4.142, 0.975], [0.962, 0.752, -3.758], [-3.709, -2.555, 1.874], [0.933, -0.317, 2.750], [4.286, -2.070, -0.406], [-1.040, -2.703, -0.802], [0.284, 2.105, -6.718], [1.058, -0.286, -6.836], [0.071, 2.067, -5.652], [2.569, 0.373, 4.101], [2.179, -2.371, -0.358], [-4.506, -3.904, -1.711], [4.878, 0.791, 2.269], [1.160, -0.206, -5.769], [-2.412, -3.335, 1.704]], "relative_energy_kj_mol": 46.6, "charge": 0, "lumo_ev": 0.2243, "homo_energy_ev": -7.888, "homo_lumo_gap_ev": 8.1}


3.
{"formula": "C29H40ClN10ORuS2", "method": "ωB97M-V/def2-TZVPD", "symbols": ["H", "H", "N", "N", "H", "H", "C", "H", "C", "C", "C", "C", "C", "H", "C", "C", "N", "H", "C", "C", "C", "C", "N", "C", "C", "H", "N", "H", "H", "C", "H", "H", "C", "Cl", "H", "C", "C", "H", "H", "C", "H", "C", "H", "N", "Ru", "C", "N", "N", "H", "H", "S", "N", "H", "C", "H", "H", "C", "C", "C", "H", "H", "C", "C", "H", "H", "C", "H", "H", "H", "O", "H", "H", "H", "N", "S", "H", "H", "H", "C", "H", "H", "H", "H", "H"], "positions_angstrom": [[0.362, -4.182, 0.516], [0.691, -1.201, -2.035], [1.202, 4.351, -0.428], [-1.152, 2.373, -0.041], [1.021, -6.094, -1.437], [2.930, -1.813, -1.427], [3.315, -4.870, 0.862], [-6.176, 2.381, 2.833], [-3.594, -2.393, -0.170], [-1.479, -1.315, -0.496], [2.567, -4.840, -0.488], [-0.416, 5.526, 0.530], [-2.292, 6.910, 2.062], [-3.123, 7.605, 1.972], [-4.478, 1.061, 0.087], [-2.092, -3.159, -1.865], [0.235, 5.287, -0.561], [0.581, -4.248, -2.281], [5.319, 1.876, 0.359], [1.131, -3.342, -2.031], [1.784, -3.491, -0.635], [-5.200, 3.456, 0.510], [-3.068, 1.472, 0.234], [4.131, 2.106, 1.036], [1.798, -0.268, 2.218], [6.421, 2.311, -1.431], [3.169, 2.887, 0.541], [-6.440, 1.712, 0.447], [3.951, 1.668, 2.009], [-2.678, -1.424, 0.194], [4.215, -5.870, -1.424], [4.301, -4.402, 0.795], [-3.310, -3.262, -1.206], [-5.100, -2.502, 0.680], [-4.037, -4.011, -1.496], [-2.312, 2.172, -0.617], [-5.458, 1.984, 0.835], [-5.717, 0.697, 2.573], [-2.623, 2.516, -1.592], [2.312, 4.443, -1.037], [-4.685, 1.070, -0.981], [3.369, 3.499, -0.643], [-2.633, 5.999, 2.547], [-2.368, 1.217, 1.345], [0.892, 2.844, 1.183], [4.521, 3.314, -1.378], [-1.225, 1.759, 1.156], [1.480, 0.607, 1.211], [-6.022, 4.069, 0.881], [-0.055, -2.132, -3.319], [0.014, 4.838, 2.118], [2.306, -1.237, 0.439], [4.232, -4.138, -1.740], [-5.450, 1.731, 2.342], [-0.760, -0.555, -0.194], [-2.895, -0.780, 1.037], [3.576, -5.008, -1.631], [0.173, -2.144, -2.251], [5.508, 2.475, -0.873], [2.506, 5.257, -1.730], [-5.118, 3.633, -0.568], [-1.153, -2.195, -1.517], [1.839, -0.043, 0.110], [-1.877, -3.847, -2.678], [2.186, -6.953, -0.450], [2.769, -2.292, -0.463], [0.914, -6.050, 0.335], [1.748, 0.321, -0.903], [-4.285, 3.814, 0.997], [0.830, -3.349, 0.399], [6.079, 1.243, 0.800], [-1.493, 7.378, 2.630], [4.647, 3.826, -2.324], [2.309, -1.389, 1.781], [-1.767, 6.591, 0.362], [2.749, -4.372, 1.649], [1.949, -3.254, -2.751], [3.083, -5.190, -2.589], [1.602, -6.034, -0.517], [-4.555, 0.039, 0.448], [3.725, -2.633, -0.080], [-4.473, 1.937, 2.780], [1.629, -0.067, 3.266], [3.484, -5.904, 1.169]], "relative_energy_kj_mol": 55.3, "charge": 2, "lumo_ev": [-6.4175, -8.3044], "s2": 8.768, "homo_energy_ev": [-13.161, -13.161], "homo_lumo_gap_ev": [6.7, 4.9], "multiplicity": 6}


4.
{"formula": "C29H40ClO22P", "method": "ωB97M-V/def2-TZVPD", "symbols": ["C", "H", "C", "H", "H", "C", "O", "H", "O", "H", "H", "H", "C", "C", "O", "C", "O", "H", "C", "H", "H", "C", "H", "H", "C", "O", "C", "C", "H", "P", "O", "Cl", "O", "C", "H", "C", "O", "H", "H", "O", "C", "H", "O", "H", "O", "C", "H", "H", "O", "H", "H", "O", "C", "O", "H", "H", "O", "H", "C", "H", "H", "C", "C", "C", "C", "H", "O", "O", "H", "H", "C", "H", "C", "O", "H", "C", "H", "O", "H", "O", "H", "C", "H", "O", "C", "H", "C", "C", "O", "H", "H", "C", "H"], "positions_angstrom": [[-4.366, -5.169, 1.022], [5.023, -0.015, 3.873], [-5.467, -3.730, -0.324], [-8.066, 2.594, 0.556], [-0.794, -2.405, -3.081], [4.654, 2.746, 3.596], [-6.356, -3.150, -0.853], [2.176, 2.995, -7.528], [4.234, 2.251, 2.410], [-2.908, -3.568, 0.807], [6.668, 0.358, 3.326], [0.282, 2.534, 1.894], [-0.106, -0.388, 0.662], [-5.935, 3.865, -1.358], [4.256, 3.752, 4.089], [5.101, 1.170, 2.048], [-6.510, 2.766, -0.814], [0.441, -0.255, 2.764], [0.893, 1.638, 1.948], [7.230, 6.336, 4.480], [-2.545, -9.090, 1.456], [5.650, 0.734, 3.387], [0.002, 3.406, -5.487], [-6.470, 2.964, 1.236], [10.002, 4.958, 3.969], [-0.239, -3.370, -0.875], [-1.059, 1.112, -5.539], [-2.647, -6.876, 3.677], [7.668, 5.973, 2.800], [1.874, 0.263, -1.216], [-5.188, 3.841, -2.282], [-0.548, 1.799, -0.930], [-1.348, -0.665, -3.876], [-3.692, 1.010, -1.578], [-2.588, -4.976, -0.222], [0.383, 2.814, -6.324], [-6.325, 4.987, -0.710], [2.424, -1.763, -1.589], [7.648, 4.071, 5.202], [11.187, 4.926, 3.952], [7.895, 5.756, 3.846], [-7.336, 5.218, 1.095], [0.470, -1.726, 0.497], [0.514, -1.276, -3.320], [5.599, 1.946, 4.153], [-2.041, -8.382, 2.109], [5.878, 1.552, 1.382], [-2.517, -9.667, 3.803], [-5.580, -4.432, 0.829], [7.149, 3.735, 3.539], [-4.111, -5.224, 2.074], [-4.191, -3.777, -0.796], [1.887, 3.074, -6.481], [9.200, 3.869, 3.859], [-0.152, 3.070, -7.244], [-1.698, 1.308, -3.497], [-3.063, -5.876, 4.160], [-1.510, 0.308, -6.125], [-7.389, 4.634, 0.180], [-4.499, -6.178, 0.632], [-1.698, 1.995, -5.605], [-0.739, -1.019, -1.478], [-7.149, 3.157, 0.404], [7.859, 4.276, 4.152], [-0.518, -1.355, -2.973], [2.398, 2.285, -5.932], [2.059, 1.553, -2.127], [0.228, 1.422, -6.067], [-1.136, -0.642, 0.954], [-8.341, 4.834, -0.315], [-0.991, 0.706, -4.073], [-4.429, 1.774, -1.713], [0.039, 0.111, -0.758], [-2.889, -7.263, 2.395], [-0.781, -9.389, 3.576], [-0.149, -2.206, -0.632], [-1.138, -8.022, 1.614], [2.753, 0.396, -0.041], [2.299, 2.238, -1.483], [-1.871, -7.779, 4.316], [1.966, 1.791, 2.076], [-2.276, -1.208, -1.249], [-2.493, -1.586, -0.249], [2.357, -0.955, -2.116], [-3.371, -4.365, 0.220], [-2.587, -1.998, -1.932], [-1.766, -8.941, 3.488], [0.432, 0.341, 1.847], [9.263, 6.088, 4.100], [2.151, 4.056, -6.092], [-0.004, 0.886, -3.640], [-3.141, -0.050, -1.471], [4.550, 0.387, 1.535]], "charge": 0, "smiles": "C#CC[C@]1(COCCOCC)C(=O)O[C@@H](C=C)[C@@]1(Cl)P(=O)(O)O.O=C1OCCO1.O=C1OCCO1.O=C1OCCO1.O=C1OCCO1.O=C1OCCO1", "lumo_ev": -0.3892, "homo_energy_ev": -8.033, "homo_lumo_gap_ev": 7.6}


5.
{"formula": "C29H40F13NO11S", "method": "ωB97M-V/def2-TZVPD", "symbols": ["H", "C", "C", "C", "H", "H", "H", "H", "S", "F", "H", "H", "F", "F", "C", "C", "O", "F", "F", "C", "H", "H", "O", "H", "C", "H", "H", "H", "C", "F", "H", "C", "H", "H", "H", "H", "O", "H", "C", "C", "C", "C", "H", "C", "C", "H", "H", "C", "C", "H", "H", "H", "O", "C", "O", "C", "C", "H", "H", "C", "H", "H", "C", "C", "F", "F", "H", "N", "O", "F", "C", "H", "O", "C", "C", "C", "C", "H", "H", "O", "F", "H", "O", "H", "O", "O", "H", "H", "H", "F", "F", "H", "C", "H", "F"], "positions_angstrom": [[5.394, 7.996, 2.185], [7.097, 7.300, 1.055], [-0.980, 0.341, 4.590], [4.752, 0.598, 3.190], [-6.673, 0.894, -3.518], [-3.863, -2.216, -8.279], [3.833, 1.775, 5.357], [4.710, -2.751, 2.304], [2.359, -2.676, 4.169], [7.424, 4.309, 3.780], [1.166, -0.447, 0.256], [-3.819, -3.977, 3.200], [-2.658, -0.752, 0.213], [-5.878, 4.354, -6.836], [0.645, -2.238, 2.247], [4.597, 2.291, 4.759], [7.333, 6.092, 1.806], [-4.199, -0.835, -1.295], [7.518, 3.208, 1.923], [-3.359, -4.581, -4.443], [4.996, -1.328, 4.173], [-4.817, -3.690, -8.329], [-4.960, -3.226, -0.243], [6.945, 8.526, 2.817], [-4.691, 0.145, -3.960], [-3.200, -6.060, 2.008], [-2.703, -5.054, -8.350], [8.080, 7.662, 0.760], [0.359, 0.232, 0.506], [-3.347, -3.286, -4.102], [3.683, 0.676, 3.434], [-3.947, -1.045, -0.002], [6.218, -0.913, 3.018], [4.876, 1.074, 2.208], [-3.223, -5.203, 0.461], [-3.653, 0.456, -3.831], [5.228, 5.399, 1.407], [2.641, -0.493, 2.081], [-0.629, 1.364, 2.464], [-3.508, -4.767, -5.963], [-0.069, 0.189, 1.962], [-5.630, 1.175, -3.375], [-4.861, 0.022, -5.030], [-3.867, -3.249, -8.628], [-4.279, -2.489, 0.409], [-3.810, -3.254, -9.716], [-1.340, 0.396, 5.610], [5.138, -0.864, 3.199], [-3.052, -5.091, 1.532], [0.729, 1.237, 0.294], [5.146, 2.925, 5.453], [-1.487, 2.398, 4.125], [-4.226, -5.579, -6.468], [0.033, -0.950, 2.786], [-3.730, -2.751, 1.585], [-2.702, -4.012, -8.035], [2.973, -1.515, 1.879], [0.030, -3.077, 2.561], [6.289, 9.271, 1.347], [-1.073, 1.460, 3.777], [-0.495, 0.057, -0.149], [0.581, -2.216, 1.160], [6.388, 8.337, 1.899], [-5.619, 4.171, -5.543], [-6.364, 5.040, -4.845], [5.679, 3.285, 3.048], [-1.760, -3.573, -8.359], [2.080, -2.488, 2.563], [3.561, -3.394, 4.399], [-4.352, -5.167, -3.782], [-0.454, -0.840, 4.089], [4.108, 2.897, 4.015], [-5.383, 2.483, -3.933], [4.479, -1.708, 2.089], [6.314, 5.249, 1.890], [6.735, 3.996, 2.675], [-3.986, -4.062, 2.129], [-0.726, 2.237, 1.829], [-0.433, -1.692, 4.756], [-6.609, 1.973, -5.753], [-2.209, -5.124, -4.010], [-2.013, -4.787, 1.666], [5.443, 1.305, 4.210], [-5.031, -4.334, 1.982], [-2.703, -3.924, -6.597], [1.203, -3.290, 4.729], [-4.832, -0.818, -3.477], [2.788, -1.666, 0.814], [-5.464, 1.271, -2.305], [2.532, -1.251, 4.784], [-4.332, 4.478, -5.335], [6.544, 7.075, 0.145], [-5.935, 2.727, -5.113], [4.984, -1.482, 1.147], [-4.677, -0.164, 0.697]], "charge": 0, "smiles": "COCCCCN(Cc1ccccc1C)S(=O)(=O)F.CCOC(=O)C(F)(F)F.CCOC(=O)C(F)(F)F.CCOC(=O)C(F)(F)F.CCOC(=O)C(F)(F)F", "lumo_ev": 0.3874, "homo_energy_ev": -9.283, "homo_lumo_gap_ev": 9.7}